Arrangement i

Here is one molecule with the formula C19H22N2O2 from the OMol25 dataset. Energies are from the ωB97M-V functional and the def2-TZVPD basis.

Calculated values
Multiplicity: 1
Kohn-Sham gap, eV: 9.2
SMILES: Cc1ccccc1OCCCCn1c(CO)nc2ccccc21
E_HOMO, Ha: -0.314

Last column: Löwdin charge in e.
Geometry (Å):
C (-2.313, -2.241, -0.147)  -0.033
C (-3.246, -1.147, 0.272)  -0.200
C (-4.299, -1.385, 1.136)  -0.047
C (-5.156, -0.367, 1.523)  -0.096
C (-4.959, 0.909, 1.036)  -0.090
C (-3.910, 1.173, 0.169)  -0.026
C (-3.050, 0.155, -0.217)  -0.222
O (-1.998, 0.297, -1.084)  -0.064
C (-1.624, 1.577, -1.535)  -0.196
C (-0.860, 2.384, -0.476)  -0.159
H (-1.542, 2.635, 0.338)  0.107
H (-0.513, 3.313, -0.931)  0.120
C (0.315, 1.602, 0.109)  -0.157
H (-0.036, 0.612, 0.407)  0.114
H (0.680, 2.111, 1.004)  0.118
C (1.475, 1.435, -0.878)  -0.123
N (2.469, 0.540, -0.352)  0.018
C (3.624, 0.837, 0.311)  -0.263
N (4.274, -0.215, 0.724)  0.162
C (3.520, -1.295, 0.337)  -0.215
C (3.729, -2.657, 0.517)  -0.015
C (2.777, -3.519, 0.015)  -0.098
C (1.642, -3.054, -0.652)  -0.096
C (1.417, -1.705, -0.845)  -0.024
C (2.369, -0.834, -0.341)  -0.156
H (0.538, -1.350, -1.361)  0.101
H (0.922, -3.767, -1.025)  0.100
H (2.907, -4.584, 0.141)  0.098
H (4.606, -3.014, 1.032)  0.110
C (4.131, 2.219, 0.545)  -0.199
O (5.339, 2.201, 1.252)  -0.051
H (5.560, 1.270, 1.405)  0.071
H (4.285, 2.728, -0.421)  0.128
H (3.388, 2.800, 1.115)  0.126
H (1.940, 2.402, -1.089)  0.130
H (1.111, 1.011, -1.818)  0.125
H (-0.982, 1.384, -2.400)  0.122
H (-2.494, 2.145, -1.888)  0.122
H (-3.784, 2.179, -0.200)  0.103
H (-5.619, 1.712, 1.325)  0.102
H (-5.972, -0.573, 2.200)  0.099
H (-4.450, -2.386, 1.513)  0.110
H (-2.216, -2.257, -1.231)  0.085
H (-2.675, -3.207, 0.195)  0.079
H (-1.320, -2.073, 0.270)  0.074

---

Arrangement ii

Here is one molecule with the formula C19H22N2O2 from the OMol25 dataset. Energies are from the ωB97M-V functional and the def2-TZVPD basis.

Calculated values
Multiplicity: 1
Kohn-Sham gap, eV: 8.2
SMILES: COc1cccc(CC(=O)Nc2ccccc2N2CCCC2)c1
E_HOMO, Ha: -0.279

Last column: Löwdin charge in e.
Geometry (Å):
C (-1.229, 4.591, -2.053)  -0.090
H (-0.523, 5.399, -2.266)  0.096
O (-0.842, 3.852, -0.920)  -0.084
C (0.360, 3.210, -0.943)  -0.267
C (0.690, 2.512, 0.219)  0.021
C (1.881, 1.811, 0.320)  -0.245
C (2.757, 1.809, -0.763)  -0.041
C (2.436, 2.503, -1.911)  -0.068
C (1.244, 3.203, -2.015)  -0.025
H (1.021, 3.734, -2.927)  0.102
H (3.119, 2.503, -2.748)  0.107
H (3.685, 1.263, -0.695)  0.119
C (2.202, 1.014, 1.547)  -0.046
H (3.243, 1.152, 1.842)  0.128
H (1.568, 1.317, 2.383)  0.127
C (1.992, -0.492, 1.334)  -0.467
O (2.729, -1.320, 1.820)  0.072
N (0.891, -0.765, 0.595)  0.132
C (0.419, -2.025, 0.178)  -0.152
C (1.312, -3.049, -0.093)  -0.014
C (0.874, -4.247, -0.628)  -0.093
C (-0.466, -4.403, -0.926)  -0.098
C (-1.370, -3.398, -0.634)  -0.030
C (-0.966, -2.204, -0.032)  -0.169
N (-1.868, -1.200, 0.295)  -0.084
C (-1.761, -0.479, 1.564)  -0.161
C (-3.200, -0.318, 2.057)  -0.162
H (-3.326, 0.568, 2.675)  0.110
C (-3.970, -0.254, 0.743)  -0.169
H (-5.035, -0.443, 0.858)  0.110
C (-3.271, -1.342, -0.062)  -0.184
H (-3.395, -1.229, -1.142)  0.127
H (-3.673, -2.321, 0.239)  0.116
H (-3.830, 0.719, 0.271)  0.113
H (-3.509, -1.193, 2.630)  0.114
H (-1.131, -1.017, 2.277)  0.130
H (-1.334, 0.517, 1.397)  0.098
H (-2.409, -3.558, -0.874)  0.093
H (-0.821, -5.316, -1.380)  0.100
H (1.580, -5.037, -0.835)  0.099
H (2.358, -2.890, 0.109)  0.108
H (0.357, 0.022, 0.255)  0.120
H (-0.005, 2.551, 1.045)  0.121
H (-2.201, 5.019, -1.808)  0.093
H (-1.328, 3.952, -2.936)  0.096

---

Which one sits at the top of the stability order? arrangement i does.

---

Arrangement i

Here is one molecule with the formula C19H24N4O3 from the OMol25 dataset. Energies are from the ωB97M-V functional and the def2-TZVPD basis.

Calculated values
Multiplicity: 1
Kohn-Sham gap, eV: 8.6
SMILES: CC#CC[C@H](NC(=O)c1ncn2ccccc12)C(=O)N[C@H](CO)CCC
E_HOMO, Ha: -0.306

Last column: Löwdin charge in e.
Geometry (Å):
C (-2.278, 1.034, 5.934)  -0.102
C (-2.547, 0.553, 4.581)  -0.075
C (-2.769, 0.160, 3.470)  -0.037
C (-2.975, -0.321, 2.104)  -0.136
C (-1.732, -1.025, 1.543)  -0.218
N (-0.592, -0.136, 1.631)  0.118
C (0.635, -0.510, 1.203)  -0.410
O (0.833, -1.561, 0.592)  0.048
C (1.713, 0.440, 1.487)  -0.156
N (1.525, 1.590, 2.201)  0.128
C (2.682, 2.190, 2.253)  -0.128
N (3.645, 1.472, 1.592)  0.006
C (4.984, 1.735, 1.400)  -0.040
C (5.727, 0.860, 0.696)  -0.062
C (5.134, -0.326, 0.157)  -0.060
C (3.818, -0.589, 0.346)  0.018
C (3.034, 0.334, 1.088)  -0.115
C (-2.060, -1.482, 0.118)  -0.464
O (-2.685, -2.513, -0.051)  0.077
N (-1.701, -0.645, -0.881)  0.121
C (-1.720, -1.073, -2.278)  -0.290
C (-0.605, -2.092, -2.519)  -0.203
O (0.677, -1.542, -2.270)  -0.060
C (-1.611, 0.168, -3.155)  -0.179
C (-1.690, -0.114, -4.650)  -0.264
C (-1.720, 1.170, -5.470)  -0.116
H (-1.699, 0.301, 6.496)  0.077
H (-1.713, 1.966, 5.907)  0.076
H (-3.209, 1.215, 6.471)  0.076
H (-3.804, -1.028, 2.066)  0.129
H (-3.235, 0.519, 1.453)  0.130
H (-1.545, -1.942, 2.105)  0.164
H (-0.643, 0.674, 2.233)  0.126
H (2.899, 3.127, 2.740)  0.127
H (5.360, 2.650, 1.834)  0.127
H (6.776, 1.066, 0.544)  0.106
H (5.748, -1.014, -0.407)  0.107
H (3.337, -1.473, -0.044)  0.116
H (-1.062, 0.098, -0.646)  0.135
H (-2.677, -1.572, -2.451)  0.152
H (-0.788, -2.966, -1.890)  0.124
H (-0.626, -2.420, -3.559)  0.115
H (0.833, -1.592, -1.314)  0.039
H (-2.414, 0.856, -2.873)  0.120
H (-0.663, 0.671, -2.935)  0.120
H (-0.833, -0.718, -4.957)  0.105
H (-2.584, -0.709, -4.862)  0.114
H (-1.767, 0.962, -6.539)  0.068
H (-2.587, 1.781, -5.209)  0.071
H (-0.826, 1.769, -5.285)  0.073

---

Arrangement ii

Here is one molecule with the formula C19H24N4O3 from the OMol25 dataset. Energies are from the ωB97M-V functional and the def2-TZVPD basis.

Calculated values
Multiplicity: 1
Kohn-Sham gap, eV: 8.7
SMILES: CNC(=O)[C@H]1CCCN1C(=O)[C@@H](Cc1c[nH]c2ccccc12)NC(C)=O
E_HOMO, Ha: -0.307

Last column: Löwdin charge in e.
Geometry (Å):
O (1.179, -1.365, 3.488)  0.062
O (2.415, -0.201, 0.354)  0.007
O (2.020, -3.315, -2.200)  0.049
C (0.045, -0.908, 3.486)  -0.583
C (1.189, -0.022, 0.677)  -0.300
C (1.697, -2.611, -1.261)  -0.453
C (-1.821, 2.746, 0.663)  -0.073
C (-0.512, 2.521, 0.528)  -0.228
C (0.793, 2.513, -3.097)  -0.058
C (-0.487, 2.494, -3.729)  -0.054
C (0.872, 2.615, -1.709)  -0.021
C (-1.691, 2.703, -2.996)  -0.038
C (-0.277, 2.634, -0.884)  -0.118
C (-1.518, 2.684, -1.661)  -0.221
N (-2.438, 2.699, -0.588)  0.067
N (1.931, -2.952, 0.030)  0.044
N (-0.183, 0.178, 2.764)  0.122
N (0.317, -0.654, -0.212)  0.000
C (-0.918, -1.273, 4.481)  0.012
C (2.555, -4.242, 0.292)  -0.053
C (-1.081, -0.710, -0.065)  -0.212
C (-1.701, -0.905, -1.419)  -0.138
C (0.492, 2.300, 1.624)  -0.072
C (-0.587, -1.730, -2.186)  -0.083
C (0.820, 0.841, 1.931)  -0.189
C (0.771, -1.364, -1.461)  -0.129
H (-2.335, 3.028, 1.586)  0.133
H (1.720, 2.441, -3.571)  0.081
H (-0.608, 2.328, -4.728)  0.062
H (1.756, 2.707, -1.114)  0.101
H (-2.708, 2.843, -3.482)  0.137
H (-3.359, 3.075, -0.764)  0.143
H (1.805, -2.393, 0.798)  0.074
H (-1.044, 0.544, 2.754)  0.084
H (-1.019, -2.304, 4.396)  0.073
H (-1.855, -0.803, 4.218)  0.087
H (-0.489, -1.040, 5.476)  0.123
H (2.128, -4.653, 1.184)  0.070
H (3.629, -4.086, 0.482)  0.091
H (2.413, -4.916, -0.571)  0.090
H (-1.396, -1.584, 0.641)  0.153
H (-1.522, 0.161, 0.358)  0.082
H (-2.639, -1.432, -1.395)  0.102
H (-1.813, 0.089, -1.916)  0.101
H (1.423, 2.769, 1.092)  0.157
H (0.219, 2.806, 2.589)  0.142
H (-0.845, -2.813, -1.894)  0.135
H (-0.505, -1.677, -3.272)  0.108
H (1.821, 0.905, 2.441)  0.167
H (1.341, -0.670, -2.159)  0.163

---

Which one sits at the top of the stability order? arrangement i does.

---

Arrangement i

Here is a 2-piece molecular cluster, C2H4IPS overall from the OMol25 dataset. Energies are from the ωB97M-V functional and the def2-TZVPD basis.

Calculated values
Multiplicity: 1
Kohn-Sham gap, eV: 7.2
E_HOMO, Ha: -0.290

Last column: Löwdin charge in e.
Geometry (Å):
C (-0.414, 0.394, 0.229)  -0.899
C (-1.154, -0.789, -0.172)  -0.225
P (1.798, 0.781, -1.067)  0.278
S (-0.787, 1.467, 1.347)  0.675
I (2.951, -0.432, 0.654)  0.218
H (-1.764, -0.908, 0.658)  0.030
H (-0.659, -1.711, -0.529)  0.091
H (-1.929, -0.601, -0.954)  0.105
H (1.956, 1.799, -0.166)  -0.272

---

Arrangement ii

Here is a 2-piece molecular cluster, C2H4IPS overall from the OMol25 dataset. Energies are from the ωB97M-V functional and the def2-TZVPD basis.

Calculated values
Multiplicity: 1
Kohn-Sham gap (spin up / spin down), eV: 5.5 / 8.4
E_HOMO (spin up / spin down), Ha: -0.257 / -0.309

Last column: Löwdin charge in e.
Geometry (Å):
C (1.370, -0.439, -0.020)  -0.733
C (2.037, -0.038, -1.166)  -0.229
P (-3.338, 1.115, 1.512)  0.101
S (0.026, -0.569, 0.720)  0.681
I (-4.148, -1.040, 0.770)  0.141
H (2.649, -0.812, -1.789)  0.131
H (2.913, 0.477, -0.989)  0.041
H (1.356, 0.521, -1.884)  0.102
H (-2.863, 0.785, 2.846)  -0.236

---

Which one sits at the top of the stability order? arrangement i does.

---

Arrangement i

Here is a 2-piece molecular cluster, C6H14NP overall from the OMol25 dataset. Energies are from the ωB97M-V functional and the def2-TZVPD basis.

Calculated values
Multiplicity: 1
Kohn-Sham gap (spin up / spin down), eV: 8.7 / 6.7
E_HOMO (spin up / spin down), Ha: -0.315 / -0.270

Last column: Löwdin charge in e.
Geometry (Å):
C (0.715, 1.825, -0.731)  -0.155
C (-0.577, -1.969, -0.184)  -0.020
C (-0.479, 0.014, 1.470)  -0.081
C (-2.034, 0.114, -0.549)  -0.034
C (0.408, 0.337, -0.766)  -0.155
C (-0.620, -0.340, 0.042)  -0.592
N (2.680, -0.801, -0.081)  -0.368
P (3.082, 0.363, 0.830)  0.628
H (-0.134, 2.260, -1.318)  0.089
H (1.598, 1.960, -1.265)  0.027
H (0.534, 2.426, 0.272)  0.115
H (0.437, -2.214, -0.164)  0.017
H (-1.021, -2.632, 0.547)  0.071
H (-1.014, -1.999, -1.224)  0.090
H (0.529, -0.110, 1.805)  0.034
H (-1.203, -0.622, 1.962)  0.091
H (-0.725, 1.008, 1.658)  0.058
H (-2.062, 1.130, -0.511)  0.027
H (-2.839, -0.531, 0.015)  0.132
H (-2.171, -0.106, -1.606)  0.074
H (0.694, 0.016, -1.794)  0.119
H (4.202, -0.127, 1.593)  -0.167

---

Arrangement ii

Here is one molecule with the formula C6H14NP from the OMol25 dataset. Energies are from the ωB97M-V functional and the def2-TZVPD basis.

Calculated values
Multiplicity: 1
Kohn-Sham gap, eV: 9.4
SMILES: CP/C(C)=N\C(C)C
E_HOMO, Ha: -0.314

Last column: Löwdin charge in e.
Geometry (Å):
C (0.822, -0.849, -0.010)  -0.579
C (1.695, -1.937, 0.649)  -0.096
C (-2.385, -0.536, -1.442)  -0.081
C (-2.172, 0.692, 0.744)  -0.065
C (2.580, 1.414, 0.284)  -0.400
C (-1.360, 0.068, -0.423)  -0.480
N (-0.406, -0.945, 0.090)  0.042
P (1.668, 0.481, -1.051)  0.864
H (2.569, -2.225, -0.019)  0.075
H (0.923, -2.738, 0.812)  0.084
H (2.003, -1.589, 1.597)  0.041
H (-2.884, -1.454, -0.979)  0.089
H (-3.170, 0.218, -1.760)  0.079
H (-1.783, -0.819, -2.425)  0.102
H (-3.114, 1.174, 0.437)  0.073
H (-1.583, 1.481, 1.333)  0.098
H (-2.420, -0.139, 1.312)  0.039
H (2.932, 0.681, 1.030)  0.010
H (2.121, 2.294, 0.861)  0.047
H (3.436, 2.032, -0.215)  0.050
H (-0.806, 0.770, -0.941)  0.024
H (2.892, -0.427, -1.408)  -0.015

---

Which one sits at the top of the stability order? arrangement ii does.